DFT (wB97M-V/def2-TZVPD) results for C9H9HgNO4 as an isolated structure at a distorted geometry.

Output
* LUMO level: -8.52 eV
* 2S+1: 1
* HOMO energy: -18.8 eV
* DFT total energy: -23313.714 eV
* gap between HOMO and LUMO: 10.3 eV
* net charge: +2
* energy relative to the best compared isomer or geometry (same formula, charge and spin): 0.0 kcal per mole

Each line ends with the natural charge from an NBO analysis.
Positions of all 24 atoms, in Å:
1 Hg -0.360924 -1.289777 -0.090677  1.40
2 C -1.995921 0.407513 1.333380  0.46
3 O -2.455380 1.302785 1.849760  -0.37
4 C -2.773801 -2.586361 -0.024050  0.44
5 O -3.743324 -3.155465 -0.009603  -0.36
6 C 0.223344 -2.295524 2.064978  0.44
7 O 0.444981 -2.777987 3.068452  -0.32
8 C -1.534403 -0.243882 -2.297440  0.45
9 O -1.703937 0.559417 -3.097791  -0.38
10 C 1.230291 -2.403616 -1.395655  -0.44
11 H 1.428756 -1.670832 -2.174878  0.26
12 H 1.999449 -2.498569 -0.628770  0.26
13 C 0.080256 -3.203843 -1.405674  -0.46
14 H -0.082473 -4.002211 -0.682154  0.25
15 H -0.644245 -3.168150 -2.217496  0.26
16 C 1.019525 3.488778 1.517976  -0.59
17 C 1.272121 3.186314 0.028683  -0.56
18 C 0.889176 1.839230 -0.264921  0.54
19 N 0.830368 0.707700 -0.515154  -0.60
20 H -0.038779 3.327259 1.782555  0.22
21 H 1.283075 4.510343 1.813070  0.27
22 H 1.588128 2.800457 2.163903  0.23
23 H 0.706656 3.869609 -0.610116  0.29
24 H 2.337061 3.296810 -0.208377  0.30

Force components x, y, z for each atom (eV/Å):
Hg -0.3 0.8 0.1
C -0.6 1.5 0.8
O 0.7 -1.6 -0.9
C -1.1 -0.6 0.1
O 1.0 0.6 0.0
C 0.5 -1.2 2.9
O -0.5 1.2 -2.5
C -0.6 2.8 -2.6
O 0.5 -2.6 2.5
C -1.2 -1.0 -0.1
H -0.1 -0.2 -0.1
H -0.1 -0.3 -0.2
C 1.5 0.4 -0.2
H 0.3 0.1 -0.1
H 0.2 0.1 0.0
C -0.4 -0.4 0.9
C -0.1 1.2 0.5
C 1.0 -1.6 -0.7
N -0.9 0.7 0.7
H 0.3 0.2 -0.2
H 0.0 -0.2 -0.4
H 0.0 0.3 -0.3
H 0.1 0.0 0.0
H -0.2 -0.1 -0.1